18
Properties=species:S:1:pos:R:3:forces:R:3 method="wB97M-V/def2-TZVPD" charge=+1 e_homo_ev=-14.0 relative_energy_ev=3.5571 e_lumo_ev=-3.93 mol_weight_g_mol=99.16 e_tot_ha=-306.252754
C 3.09816 -0.85629 0.19970 -0.83 -0.48 -2.63
C 2.32159 0.28169 -0.48493 -0.24 -0.47 -2.14
C 1.27255 0.91485 -0.12723 0.19 0.74 1.91
C -3.09321 0.43861 -0.20367 -0.40 1.60 2.22
C -1.46059 -1.31970 0.09292 0.80 1.77 -0.52
N 0.34068 1.53985 0.42204 -2.24 -0.87 -0.20
N -1.72001 -0.09310 -0.08084 -0.51 -0.59 0.49
H 3.49152 -1.47207 -0.73108 -0.65 0.86 2.51
H 3.85877 -0.31599 0.67192 1.76 0.20 0.75
H 2.52795 0.55849 -1.56572 0.13 -0.60 1.14
H -2.99738 1.53718 0.13449 -0.35 -1.52 -0.68
H -3.99703 0.04238 0.46226 2.13 0.09 -1.71
H -3.21270 0.45056 -1.28172 -0.85 -0.04 0.00
H 2.53395 -1.41744 0.97290 0.21 0.29 -0.88
H -2.10277 -2.07712 0.32811 -2.55 -1.71 0.42
H -0.48442 -1.71780 -0.03707 1.29 0.31 0.14
H 0.26487 2.47079 0.78881 1.19 0.55 0.28
H -0.64193 1.03511 0.43911 0.91 -0.14 -1.11